Record 1
Computed, not measured: a molecular structure, C40H30BrClGeIN2O2Re, with wB97M-V/def2-TZVPD.

Orbital gap (spin up / spin down)   5.4 / 6.0 eV
⟨S²⟩   1.0895

Structure (ORCA input):
```
! wB97M-V def2-TZVPD RIJCOSX def2/J DEFGRID3
* xyz 3 2
Re 0.321 -0.901 0.070
O 0.853 -6.124 -3.171
C 0.619 -4.965 -2.600
C -0.270 -3.995 -3.089
C -0.431 -2.821 -2.400
N 0.218 -2.560 -1.247
C 1.093 -3.493 -0.834
Br 1.973 -2.843 0.735
C 1.345 -4.686 -1.424
H 0.340 -6.278 -3.977
H -0.819 -4.159 -4.007
H -1.080 -2.041 -2.773
H 2.065 -5.395 -1.039
Cl -3.319 4.938 0.143
C -2.215 3.687 0.534
C -1.163 3.935 1.368
C -0.275 2.900 1.745
I 1.315 3.309 3.007
C -0.456 1.634 1.260
O 0.228 0.506 1.678
C -1.453 1.400 0.312
N -1.465 0.149 -0.254
C -2.465 -0.163 -1.078
C -3.465 0.738 -1.416
C -3.413 2.025 -0.926
C -2.385 2.393 -0.039
H -1.023 4.930 1.767
H -2.466 -1.165 -1.484
H -4.257 0.425 -2.081
H -4.160 2.755 -1.210
C 5.938 2.747 -2.075
C 6.031 2.086 -0.849
C 4.955 1.363 -0.398
C 3.760 1.270 -1.172
C 3.690 1.968 -2.411
C 4.769 2.690 -2.846
C 2.730 0.491 -0.623
C 1.462 0.120 -1.137
C 0.968 0.394 -2.513
C 0.125 1.472 -2.779
C -0.301 1.720 -4.076
C 0.095 0.887 -5.114
C 0.927 -0.196 -4.854
C 1.363 -0.441 -3.561
H 6.782 3.322 -2.434
H 6.938 2.146 -0.264
H 5.007 0.848 0.554
H 2.789 1.945 -3.006
H 4.720 3.225 -3.784
H 2.952 0.136 0.381
H -0.159 2.145 -1.978
H -0.935 2.574 -4.281
H -0.236 1.085 -6.125
H 1.251 -0.838 -5.663
H 2.034 -1.272 -3.361
Ge -0.245 -0.108 3.540
C -1.671 1.050 4.016
C -2.862 1.125 3.287
C -3.872 1.973 3.707
C -3.706 2.735 4.860
C -2.533 2.648 5.597
C -1.511 1.809 5.177
C -0.609 -1.926 3.013
C -0.026 -2.966 3.736
C -0.347 -4.287 3.438
C -1.211 -4.577 2.388
C -1.783 -3.548 1.647
C -1.503 -2.223 1.972
H 1.032 0.008 4.360
H -3.019 0.519 2.402
H -4.799 2.030 3.151
H -4.502 3.389 5.190
H -2.411 3.230 6.501
H -0.596 1.752 5.754
H 0.648 -2.753 4.558
H 0.076 -5.090 4.028
H -1.463 -5.606 2.166
H -2.492 -3.776 0.861
H -2.037 -1.430 1.454
*
```

Record 2
Computed, not measured: a molecular structure, C5H12O2, with wB97M-V/def2-TZVPD.

Orbital gap   9.3 eV

Structure (ORCA input):
```
! wB97M-V def2-TZVPD RIJCOSX def2/J DEFGRID3
* xyz 0 1
C -0.128 2.481 0.726
C 0.046 1.056 1.263
C -0.424 0.050 0.216
O 0.363 0.371 -1.080
C -0.165 -1.412 0.259
C -0.196 -1.595 -1.707
O 1.082 -1.678 0.863
H 0.467 2.625 -0.179
H -1.177 2.669 0.463
H 0.167 3.225 1.472
H 1.092 0.856 1.518
H -0.527 0.955 2.193
H -1.506 0.182 0.032
H 1.245 -0.011 -0.894
H -0.950 -2.099 0.635
H 0.643 -1.513 -2.451
H -0.410 -2.621 -1.554
H -1.043 -1.074 -2.200
H 1.420 -2.467 0.426
*
```

Record 3
Computed, not measured: 2 unconnected molecules or ions with the total composition C2H10N3O, with wB97M-V/def2-TZVPD.

Orbital gap   11.7 eV

Structure (ORCA input):
```
! wB97M-V def2-TZVPD RIJCOSX def2/J DEFGRID3
* xyz 1 1
C 0.185 0.943 -1.751
N 0.148 0.104 -0.534
C -0.921 0.106 0.240
N -0.886 -0.636 1.386
N -1.886 1.061 0.118
H 0.040 1.978 -1.455
H 1.135 0.764 -2.241
H -0.623 0.650 -2.427
H 0.965 -0.460 -0.336
H 0.008 -0.591 1.861
H -1.806 -0.716 1.788
H -2.844 0.881 0.370
H -1.869 1.460 -0.809
H 2.673 -2.233 0.409
H 3.451 -1.214 1.059
O 2.679 -1.266 0.489
*
```

Looking at largest force on an atom for the records above, in order, we have 0.4, 3.3, 2.4 eV/A.
Looking at energy above the lowest of the compared OMol25 structures with the same formula, charge and spin for the records above, in order, we have 0.0, 91.0, 16.9 kcal per mole.